1.
C5H10O in the gas phase at a distorted geometry, computed with wB97M-V/def2-TZVPD.

Geometry as XYZ:
```
16
Properties=species:S:1:pos:R:3:forces:R:3:nbo_charge:R:1
O 0.87334 -0.16608 -0.11307 0.8536 0.5580 0.3703 -0.575
C -1.70093 0.25681 -0.09721 2.9970 -0.9349 -3.2036 -0.420
C 2.22449 -0.43906 -0.04491 3.1438 0.6692 0.3210 -0.258
C -1.27231 -1.31819 0.07040 -5.2993 1.9139 1.0121 -0.566
C -0.69811 1.39160 -0.02674 -1.4518 2.6818 0.5102 -0.235
C 0.57703 1.22565 0.01835 3.9481 -2.2926 -0.1565 0.076
H -2.36100 0.59186 -0.91458 0.2542 -1.1654 -0.4363 0.212
H 2.71288 -0.13390 1.01248 -1.1946 -1.5185 -1.6520 0.160
H -0.64810 -1.70666 -0.61873 2.5126 -0.6396 -1.9903 0.206
H 2.54411 -1.64516 -0.41791 -1.0710 4.0699 1.0628 0.215
H -1.01932 2.47485 0.12022 -0.1303 -1.6334 -0.3872 0.213
H 2.66713 0.48899 -0.61091 0.3605 -2.4680 -0.0866 0.162
H -2.25986 -1.87455 -0.27026 1.4744 0.8437 1.5535 0.188
H 1.57020 1.84343 0.10781 -2.5943 -0.6348 -0.1174 0.202
H -2.26529 0.51484 0.65927 -3.2712 0.5577 4.3533 0.202
H -0.94426 -1.50442 1.12578 -0.5319 -0.0070 -1.1533 0.217
```
Positions in Å, forces in eV/Å.

- Strongest force on any atom: 0.11132 Eh/bohr
- Total charge: 0
- Gap between HOMO and LUMO: 0.3530 Eh
- Relative energy (zero: lowest compared OMol25 entry of this formula, charge and spin): 102.0 kcal per mole



2.
9 unconnected molecules or ions with the total composition C34H86O21P2 at a distorted geometry, computed with wB97M-V/def2-TZVPD.

Geometry as XYZ:
```
143
Properties=species:S:1:pos:R:3:forces:R:3:mulliken_charge:R:1
P -3.75244 -1.33409 -4.72518 1.1127 0.3082 -0.0101 1.177
P 0.06756 -0.03646 -1.14092 0.9013 0.2703 0.3131 0.488
O -4.96510 -1.77928 -5.64807 0.2382 0.0514 0.4351 -0.371
O 1.32849 1.40454 5.57426 0.6637 -0.0348 0.0226 -0.321
O 8.01092 -2.82502 -0.21240 0.0127 0.4629 0.2570 -0.268
O 1.18126 6.15083 -1.44744 -0.9619 0.3246 0.4680 -0.328
O 2.70783 -0.63091 -4.79547 -1.1484 -0.0829 -0.8832 -0.220
O 0.23657 -1.59668 -1.42434 -0.3833 0.7702 0.3059 -0.323
O -7.45607 1.84943 1.24663 -0.4067 0.7895 -0.2608 -0.366
O 3.31490 -3.34003 3.81839 -0.2018 0.8545 -0.6628 -0.388
O -0.84010 0.11080 0.15408 0.1186 -0.1754 -1.0115 0.518
O -1.63923 5.30658 -1.22571 -0.6732 0.1426 0.8409 -0.329
O -4.37104 -0.20753 -3.78771 -0.4975 0.2597 -1.1702 -0.328
O -4.26201 1.55030 5.03120 -0.3377 0.3361 0.6048 -0.512
O 1.04788 2.46860 2.25922 0.5979 0.5198 -0.1943 0.214
O -3.04294 -2.40989 -4.01008 -0.4112 0.1491 -0.0101 -0.649
O 5.31861 -3.78809 0.05919 -0.1926 0.6130 0.5410 -0.480
O 1.53387 0.42637 -0.64058 -0.8798 -0.1275 -0.0081 -0.194
O 1.06555 -3.30528 -5.20296 -0.6308 0.0900 0.0073 -0.182
O -4.51005 0.33962 1.02283 -0.0940 0.7535 -0.5893 -0.241
O 1.13600 -3.42235 1.67488 -0.2463 0.3511 0.3248 0.360
O -2.79985 -0.55004 -5.74991 -0.6754 -0.0042 0.5737 -0.444
O -0.36404 0.73950 -2.30414 -0.5350 0.1004 0.0216 -0.969
C 2.44059 0.91740 -1.62111 0.8242 0.0975 -0.2690 -0.699
C 4.04690 -2.15591 4.08266 -0.3805 0.0851 -0.1169 -0.550
C 0.73883 -4.61842 -4.85763 -0.2656 -1.1835 0.3330 -0.930
C 1.15950 -3.98512 2.97309 0.0949 -0.4300 -0.5664 -1.040
C 9.36712 -3.11764 -0.44490 -0.1141 -0.6001 0.1867 -0.754
C -2.12933 2.46800 5.53990 -1.3492 -0.5437 -0.2984 -0.564
C 0.41594 -4.20692 0.74963 -0.2274 0.4563 -0.0282 -0.725
C 2.44591 -3.03596 -5.20391 -0.1395 0.4245 0.1676 -0.323
C 0.93532 6.71704 -0.17033 1.0734 -0.8371 0.5086 -0.568
C -1.28517 6.50473 -1.89471 0.0344 -0.7650 -0.2753 -0.534
C 2.64810 -1.63538 -5.79224 1.7338 -1.1116 0.0281 -0.741
C -6.05479 -2.44360 -4.96966 -0.3206 0.5562 -0.4674 -0.595
C 1.45500 2.66293 3.57896 0.8013 -0.7812 0.9003 -0.858
C -3.24898 1.50469 6.01761 1.7122 0.0822 -0.8046 -0.686
C 3.91583 -3.50104 0.21476 1.3226 -0.4927 -0.9498 -0.305
C -1.50610 -1.11474 -5.98816 0.0621 -0.5820 -0.0709 -0.315
C 2.25723 0.63798 -5.27071 0.3005 -0.0740 1.1400 -0.386
C -7.00276 0.58205 0.84347 1.5368 0.3121 -0.0958 -0.613
C -4.26996 1.71466 0.74763 0.7834 0.2769 0.1609 -0.857
C -5.75652 0.10855 1.61747 -1.0362 -1.4027 0.3154 -0.160
C -1.25350 4.10899 -1.83169 0.9617 -0.9425 -0.7015 -0.574
C 0.16025 6.51862 -2.36039 0.6504 -0.1869 -0.9411 -0.611
C 7.51691 -3.52624 0.90850 0.5938 -0.3970 -0.1502 -0.725
C 0.89255 3.70945 1.55315 -0.3028 -1.0601 0.2631 -0.947
C -8.05290 1.94010 2.50574 -0.1942 -1.5217 1.2346 -0.633
C 0.69777 -1.99931 -2.73122 0.1799 -0.6976 0.1170 -0.122
C 1.75276 1.29513 4.21941 -1.1265 0.1693 -0.1974 0.456
C 1.90054 -3.08446 3.91768 0.7847 -0.7578 1.3038 0.360
C -3.67005 1.90492 3.77122 0.5274 -0.3084 0.8608 0.158
C -3.85332 0.06544 -2.49078 -0.0006 -1.8798 0.9667 0.115
C -0.56678 -0.56493 1.38357 0.3373 -0.5609 0.1709 0.508
C 6.06030 -3.25424 1.13178 -0.0421 0.1442 0.1045 -0.133
C -2.16250 2.11047 4.04769 -0.1293 -0.2890 0.0479 0.506
C 1.99150 0.50710 6.41648 -0.3214 -1.2510 0.6109 -0.748
H 0.72137 3.19121 4.19708 -0.2871 -0.1543 -0.0961 0.427
H -1.64730 -1.97708 -6.63999 0.3305 0.0162 -0.1067 0.367
H -4.57244 -0.35927 -1.78201 -0.0424 0.3382 0.0635 0.036
H 10.04005 -2.89418 0.39191 -0.2197 0.4774 0.1561 0.293
H 3.52068 -4.20198 0.94649 -0.4485 0.3116 0.0772 0.192
H -3.55797 1.68023 7.04321 -0.6285 0.0784 -0.1479 0.395
H 0.82783 -1.20481 -3.46374 -0.4350 0.1920 0.3248 0.305
H 3.26547 0.21330 -1.75158 -0.0738 -0.0820 0.1120 0.306
H -7.75925 -0.20633 0.84263 -0.3228 0.2156 0.1759 0.385
H 0.95521 7.80751 -0.17908 -0.3054 0.0915 -0.0539 0.339
H 2.99027 -3.78583 -5.79411 -0.0560 0.1179 -0.0476 0.509
H 1.76236 6.37363 0.45514 0.1651 0.2463 -0.0659 0.207
H 0.16271 -4.25317 3.34079 -0.2487 0.4663 -0.0313 0.417
H 1.66833 -4.95199 2.88155 0.2939 -0.0214 0.3766 0.403
H 3.92470 -1.40758 3.28884 -0.0406 -0.1401 -0.1630 0.125
H -3.19478 1.81792 0.58368 0.0908 -0.0802 0.3363 0.027
H 8.11082 -3.26764 1.79678 -0.1622 0.1088 0.0919 0.374
H -1.56275 7.32729 -1.24003 0.0999 -0.0413 0.1322 0.341
H -5.80326 -0.98468 1.68503 -0.0530 0.0524 -0.0302 0.272
H 1.56445 0.52016 7.42111 -0.0652 0.5775 -0.0634 0.328
H -2.45648 3.49942 5.67348 0.3988 0.1152 0.3139 0.359
H 2.39613 3.21533 3.71279 -0.0889 0.4069 -0.6409 0.377
H -4.68685 2.14764 -0.16671 -0.6884 -0.4850 0.0439 0.418
H -3.89024 1.07244 3.10277 0.3009 0.3321 -0.1444 -0.197
H 5.88904 -2.17650 1.26100 0.0360 0.1373 -0.4119 0.260
H 2.17138 1.18972 -4.33301 -0.0468 0.4778 -0.5875 0.152
H 7.68438 -4.59828 0.72660 -0.2121 -0.0556 0.1240 0.359
H -1.62005 1.16799 3.94311 -0.0365 -0.0123 -0.2295 -0.198
H 1.08674 3.48554 0.50593 -0.1374 0.1834 -0.0574 0.063
H -1.03551 -1.45676 -5.06838 -0.0878 0.0682 0.0201 -0.026
H -6.16092 -2.01343 -3.97478 -0.1323 -0.2767 0.0854 0.276
H -3.69277 1.10898 -2.24234 0.1286 0.1044 -0.6651 0.124
H 1.17649 0.52381 3.69287 -0.1965 -0.0022 0.0904 -0.632
H 3.07383 0.63419 6.51012 0.0322 0.3889 -0.2617 0.343
H -5.94514 -3.52547 -4.95856 0.3769 0.0505 0.1400 0.237
H -0.64917 -4.24596 1.00890 0.0332 -0.2621 0.2187 0.353
H 5.10413 -2.39776 4.15738 -0.0391 -0.0797 0.2101 0.321
H -4.57943 2.29717 1.61802 -0.0060 0.2276 -0.5210 0.523
H 1.63866 -2.02451 3.87307 0.1180 0.0453 -0.7855 -0.376
H -8.68901 1.06263 2.70182 -0.2630 0.0727 -0.2969 0.330
H 1.68633 -2.44916 -2.61681 -0.1291 -0.0495 0.2160 -0.122
H 1.99970 1.08104 -2.60347 -0.3563 -0.0856 0.4267 -0.179
H 1.41235 -5.07983 -4.12384 0.4490 0.2283 -0.2423 0.360
H -8.67333 2.81664 2.66448 0.1990 0.2849 -0.5924 0.294
H 0.44935 -3.67375 -0.19799 0.2581 -0.1930 -0.0933 -0.209
H -2.73337 0.53787 5.95025 -0.3763 -0.3879 0.4132 0.279
H 0.42322 7.47753 -2.82559 -0.2935 0.2489 0.2121 0.411
H 0.67832 -5.25980 -5.74301 0.2606 -0.0118 -0.0354 0.321
H -0.14751 4.00591 1.70933 0.0861 0.5044 -0.2458 0.322
H -1.29415 4.15034 -2.92594 0.1064 0.1732 -0.0153 0.406
H 9.48409 -4.20141 -0.56843 0.0516 -0.0264 -0.4523 0.318
H -1.72303 2.83263 3.36177 0.0687 0.0778 0.0920 -0.141
H 1.27232 0.61466 -5.73938 0.0037 -0.2556 -0.0835 0.095
H -1.21486 2.16695 6.04360 0.2617 0.5888 -0.0840 0.253
H 1.59460 4.46308 1.91014 -0.0295 0.0461 0.0324 0.457
H -4.12093 2.83895 3.43237 -0.1117 -0.0655 -0.0388 0.311
H 2.86330 1.86569 -1.28952 -0.1230 0.0032 0.1884 0.316
H 0.05966 6.27899 0.31303 -0.3596 0.3914 -0.2685 0.211
H -0.00796 -2.75012 -3.07616 0.0054 0.1825 -0.1196 0.250
H 2.79059 0.96761 4.12186 0.2056 0.3760 0.2191 0.441
H -6.64158 0.75314 -0.17321 -0.3535 -0.2545 -0.1840 0.243
H 5.74515 -3.66275 2.10127 0.0352 -0.4288 -0.0577 0.206
H 1.94122 -1.51526 -6.61582 -0.4161 0.4780 0.3551 0.364
H 3.55141 -3.67244 -0.79857 -0.5784 -0.1246 0.2416 0.149
H 0.83688 -5.21388 0.67871 -0.0576 -0.0474 -0.1092 0.401
H 1.82091 -0.53852 6.11997 0.0787 0.0261 -0.3552 0.192
H -0.24275 3.82062 -1.51765 0.1425 0.2434 -0.3086 0.163
H -5.83393 0.44058 2.66264 0.3163 0.3519 -0.1278 0.253
H -0.22487 -4.73412 -4.35313 -0.2215 0.7793 -0.2635 0.274
H -0.58848 0.16277 2.19326 0.2921 0.0908 -0.1975 -0.697
H -1.89353 6.57400 -2.80511 0.0127 0.2560 -0.0909 0.358
H 3.65602 -1.68674 4.99212 0.4001 -0.0340 0.2323 0.317
H 3.76359 -2.44783 0.45659 -0.1685 -0.0640 0.3177 0.195
H -1.31556 -1.32611 1.61330 -0.2293 0.1351 -0.4183 0.346
H -7.34814 1.86902 3.34449 0.3247 0.3930 -0.1941 0.172
H 3.64012 -1.65727 -6.26442 -0.0065 0.0435 -0.1692 0.392
H -6.93792 -2.20418 -5.56103 -0.0350 0.0039 0.1340 0.233
H -1.82602 3.20918 -1.59001 -0.6619 0.6124 0.5265 0.140
H 2.79333 -3.09196 -4.16156 0.3806 0.1094 -0.2838 0.146
H 1.69380 -3.32835 4.96888 -0.5704 -0.2788 -0.1139 0.369
H -2.97647 -0.57495 -2.37248 0.3258 0.6364 0.2608 -0.070
H 0.24602 5.79856 -3.17680 0.0373 -0.0559 0.0447 0.374
H 9.67527 -2.56926 -1.32753 0.0816 -0.0685 -0.0929 0.241
H 2.98655 1.11589 -5.92749 0.0278 -0.0477 -0.0958 0.362
H 0.38372 -1.09044 1.28827 0.0980 0.1818 0.4379 -0.119
H -0.86783 -0.37168 -6.45788 -0.2469 0.1552 -0.1051 0.239
```
Positions in Å, forces in eV/Å.

- Strongest force on any atom: 0.04111 Eh/bohr
- Total charge: 0
- Gap between HOMO and LUMO: 0.3629 Eh



3.
A molecular structure, C17H20BCl2IrN6 at a distorted geometry, computed with wB97M-V/def2-TZVPD.

Geometry as XYZ:
```
47
Properties=species:S:1:pos:R:3:forces:R:3:lowdin_spin:R:1
Ir -0.07892 0.21770 -0.07664 0.7793 -0.2091 -0.9654 0.075
Cl -0.46762 -0.79708 2.24705 -0.3680 -0.2321 -0.4670 0.000
Cl 0.73875 1.18534 4.07026 0.0174 0.0220 -0.0575 0.000
N 2.66667 -0.81134 -0.74186 0.4814 -0.1103 -0.0112 0.082
N 0.50583 0.77605 -1.97681 -0.4730 0.1707 0.4661 0.001
N 1.95767 -0.01077 0.15591 -0.5139 -0.1909 1.1094 0.211
N 1.39598 0.00238 -2.65891 0.1118 0.3708 -0.0055 0.008
N 0.76049 -2.12716 -1.64678 0.2508 -0.2923 0.2110 0.003
N -0.19122 -1.63936 -0.82748 0.0012 0.0930 0.2660 -0.001
C 0.64636 -0.50482 3.65587 0.3204 0.3928 0.0753 0.000
C -1.47709 2.13346 0.13700 -0.4692 0.5087 -0.1272 0.000
C 0.25466 1.85872 -2.72762 -0.0360 0.0101 0.0127 0.003
C 3.89160 -0.94093 -0.35419 0.0943 0.0850 0.2439 0.137
C -0.77785 -3.70295 -1.41292 0.1241 0.0744 -0.1086 0.001
C -1.77005 2.28095 1.48154 0.0732 -0.1004 0.0927 0.004
C 1.68995 0.60846 -3.82265 -0.0146 0.0404 0.0258 0.000
C 0.42846 -3.37224 -2.01019 -0.2863 -0.2694 0.0881 0.001
C 4.04576 -0.19259 0.88370 0.1495 -0.0196 -0.0780 0.413
C -2.10961 1.10309 -0.62490 0.1774 -0.0990 0.0357 -0.001
C -2.73185 1.44542 2.12330 -0.0275 0.1155 0.0260 -0.003
C 2.77003 0.36513 1.11965 -0.0877 0.1666 -0.2645 0.034
C -3.33324 0.44409 1.37836 -0.0363 -0.0358 -0.0941 0.009
C -3.01552 0.25089 0.02753 -0.0633 0.1696 0.2722 0.000
C -3.10867 1.69215 3.54345 -0.0378 0.3053 -0.0065 -0.001
C 0.97993 1.78735 -3.90579 -0.0766 0.0399 -0.0622 0.004
C -1.13444 -2.58471 -0.67906 -0.0868 0.0152 0.0838 0.003
B 1.94982 -1.27465 -2.04008 -0.4260 -0.2196 -0.8436 0.002
H 1.62960 -0.87119 3.38739 -0.0494 -0.1424 -0.0355 0.000
H -2.23868 1.92095 4.15981 0.0467 -0.1420 -0.0001 0.000
H 4.93765 -0.09943 1.48794 0.0029 -0.0004 -0.0351 0.015
H -0.94654 2.93542 -0.36697 0.1465 -0.1090 0.0402 0.000
H -2.00897 -2.42769 -0.06978 0.0549 0.0364 0.0423 0.000
H 0.96772 2.48887 -4.72223 0.0345 0.0266 0.0243 0.000
H -3.68573 0.87877 3.97487 0.0549 -0.0466 -0.0031 0.000
H 2.38543 0.17812 -4.52629 -0.0206 -0.1206 0.0695 0.000
H 2.69730 -1.86416 -2.74959 0.0667 0.1121 0.0647 0.000
H 4.62079 -1.52040 -0.90536 -0.0078 0.0135 0.0007 0.003
H -3.54233 -0.50225 -0.54722 0.0567 -0.0381 0.0076 0.000
H -1.33018 3.10297 2.03507 0.0609 -0.0689 0.0327 0.000
H 2.44819 1.02813 1.91153 -0.0057 -0.0696 0.0371 -0.002
H -1.32783 -4.62312 -1.51217 0.0065 0.0034 0.0209 0.000
H -0.42138 2.63778 -2.41359 0.0073 -0.0723 0.0077 0.000
H 0.21516 -1.07502 4.47303 -0.1306 -0.0680 -0.0993 0.000
H -4.09709 -0.16896 1.84139 0.0551 -0.0760 -0.0232 0.000
H 1.05229 -3.96134 -2.66438 0.0589 0.1199 -0.0177 0.000
H -2.11380 1.15443 -1.70626 0.0382 -0.1279 0.0100 0.000
H -3.72748 2.59552 3.59507 -0.0541 -0.0317 -0.0613 0.000
```
Positions in Å, forces in eV/Å.

- Strongest force on any atom: 0.02447 Eh/bohr
- Total charge: +3
- Gap between HOMO and LUMO (spin up / spin down): 0.2587 / 0.1715 Eh
- Relative energy (zero: lowest compared OMol25 entry of this formula, charge and spin): 0.0 kcal per mole
- Spin multiplicity: 2



Number 1: total energy -271.590058 a.u.. Number 2: total energy -3609.633039 a.u.. Number 3: total energy -2036.865153 a.u..